Record 1
C2H3NOS | ωB97M-V/def2-TZVPD

Geometry as XYZ:
```
8
Properties=species:S:1:pos:R:3:mulliken_charge:R:1
H 0.8933 1.7847 -0.9557 0.164
N -2.8089 -1.0338 0.2460 -0.379
H 1.7761 -0.5850 -0.3821 0.332
H 1.4819 -1.5304 0.7941 0.312
O 1.6775 -0.6125 0.5905 -0.622
S -0.0018 1.6925 0.0904 -0.032
C -1.9876 -0.2072 0.1177 0.431
C -1.0306 0.4917 -0.5009 -0.206
```

## Properties
Orbital gap (hartree): 0.2712
Molar mass (u): 89.12
E_HOMO (eV): -8.98

---

Record 2
C2H3NOS2 | ωB97M-V/def2-TZVPD

Geometry as XYZ:
```
9
Properties=species:S:1:pos:R:3:mulliken_charge:R:1
H -3.0296 -1.5133 0.2823 0.199
H -0.2375 1.9857 0.2872 0.229
H 3.3445 0.0389 -0.0216 0.169
C 0.1702 0.8992 -0.0681 -0.196
N 1.4596 0.8612 -0.0791 -0.306
C -0.8506 -0.1763 -0.0775 0.756
S 2.1424 -0.6770 -0.1746 -0.054
S -2.6656 -0.1383 -0.1891 -0.258
O -0.3335 -1.2799 0.0405 -0.538
```

## Properties
Orbital gap (hartree): 0.3199
Molar mass (u): 121.19
SMILES: O=C(S)/C=N\S
E_HOMO (eV): -9.32

---

Record 3
C2H3NOS2 | ωB97M-V/def2-TZVPD

Geometry as XYZ:
```
9
Properties=species:S:1:pos:R:3:mulliken_charge:R:1
N 0.3406 -0.3380 0.2866 -0.219
O 0.0854 1.0950 -2.0160 -0.483
H 0.5866 -0.5681 -0.7377 0.328
C -0.5993 1.6072 -1.1086 0.155
S -0.6640 1.0475 0.5998 0.042
C 0.3487 -1.3955 1.1817 -0.062
H 0.0417 -1.1672 2.1583 0.265
H -1.3498 2.4341 -1.2637 0.285
S 1.2102 -2.7150 0.8996 -0.311
```

## Properties
Orbital gap (hartree): 0.3272
Molar mass (u): 121.19
SMILES: O=CSNC=S
E_HOMO (eV): -8.86

---

Record 4
C2H3NOS3 | ωB97M-V/def2-TZVPD

Geometry as XYZ:
```
10
Properties=species:S:1:pos:R:3:mulliken_charge:R:1
S 1.4988 0.6804 1.4149 -0.264
N 1.3803 0.1039 -1.1358 0.147
C 0.7235 0.1092 -0.0354 0.166
S -1.9001 0.1762 1.3343 -0.145
O 0.8226 0.0495 -2.2368 -0.527
C -0.9780 -0.2132 -0.0942 0.285
H -2.9273 -0.1783 0.7603 0.129
H 0.5984 0.1016 2.3645 0.132
S -1.6900 -0.9074 -1.3779 -0.191
H 2.4719 0.0781 -0.9939 0.268
```

## Properties
Orbital gap (spin up / spin down) (hartree): 0.2762 / 0.2762
Molar mass (u): 153.25
E_HOMO (spin up / spin down) (eV): -8.28 / -8.28

---

Looking at DFT total energy for the records above, in order, we have -606.06055 -1004.29397 -1004.33009 -1402.41039 hartree.